14
Properties=species:S:1:pos:R:3:forces:R:3:nbo_charge:R:1 method="wB97M-V/def2-TZVPD" smiles="C=CC.O=CO" largest_force_ha_per_bohr=0.0626 total_charge=0 homo_lumo_gap_ev=10.2354 e_tot_ev=-8370.54204 e_lumo_ev=0.65 homo_ev=-9.6
C 3.57364 -1.55784 -1.08346 -0.028 -0.894 1.857 -0.400
C 2.46435 -0.91623 -1.43352 0.967 -1.836 1.258 -0.192
C 1.62924 -1.66641 -2.40716 -2.738 1.544 -0.703 -0.648
H 3.95067 -1.29561 -0.12232 0.996 0.754 0.447 0.177
H 3.82850 -2.61330 -1.23354 0.024 0.514 -1.291 0.189
H 2.21538 -0.21703 -0.60252 -0.644 0.194 -1.685 0.225
H 2.16585 -2.44904 -2.94566 0.049 0.230 0.220 0.222
H 0.71959 -2.09619 -1.90816 0.889 0.087 -0.183 0.218
H 1.14694 -0.96390 -3.13160 0.481 -0.594 0.083 0.209
O -2.50873 2.52741 1.69839 -0.616 1.583 0.296 -0.592
C -2.73870 1.41332 2.06472 0.902 1.037 -0.183 0.619
O -2.26660 0.44286 1.25724 -1.036 -0.612 -0.402 -0.686
H -3.24936 1.29638 3.06647 0.585 -1.168 -1.195 0.157
H -2.14617 0.93950 0.38876 0.167 -0.840 1.481 0.502

---

96
Properties=species:S:1:pos:R:3:forces:R:3:mulliken_spin:R:1 method="wB97M-V/def2-TZVPD" spin_multiplicity=5 largest_force_ha_per_bohr=0.0116 total_charge=+2 homo_lumo_gap_ev="7.3613 / 7.3827" e_tot_ev=-117037.44473 e_lumo_ev="-5.49 / -5.78" homo_ev="-12.8 / -13.2" s_squared=6.016
Fe 0.32810 0.10609 1.12969 -0.543 0.244 0.004 3.685
C -0.77898 -0.16950 -2.07734 -0.065 -0.014 -0.122 0.015
C 0.26355 0.98110 -1.95266 -0.051 0.060 -0.061 0.025
P 0.10331 2.02254 -0.43911 0.215 -0.280 0.081 0.079
C -1.35236 3.06429 -0.71687 -0.055 -0.035 0.073 0.007
C -2.16230 2.92648 -1.84027 0.029 0.074 -0.076 0.001
C -3.26560 3.75099 -2.01422 0.027 0.019 0.001 0.000
C -3.56786 4.71444 -1.06626 -0.011 0.009 -0.004 0.002
C -2.75794 4.86547 0.05348 -0.006 0.012 0.007 0.000
C -1.65544 4.04708 0.22857 -0.042 -0.056 0.030 0.006
C 1.50887 3.15404 -0.38729 -0.010 0.098 -0.161 -0.049
C 1.81183 3.72334 0.85078 0.037 0.027 0.032 0.004
C 2.83771 4.65047 0.96152 -0.017 -0.033 0.020 0.005
C 3.57931 4.99600 -0.15978 0.033 0.022 -0.043 0.001
C 3.28483 4.43196 -1.39418 -0.008 0.013 0.036 0.000
C 2.24252 3.52475 -1.51234 0.015 -0.058 -0.031 0.001
P -1.78087 -0.47957 -0.53109 0.212 0.138 0.191 -0.068
C -1.83831 -2.24771 -0.13413 -0.009 -0.013 0.022 -0.028
C -0.57005 -2.83254 0.35542 -0.147 0.034 0.139 0.066
C -0.68339 -3.79986 1.58147 0.059 0.035 -0.068 -0.006
C -2.03458 -4.18769 1.96359 -0.053 -0.052 0.025 0.010
C -3.10059 -3.87100 1.20722 0.051 0.078 -0.063 -0.004
C -3.00841 -2.84196 0.19055 0.036 -0.017 0.053 0.012
C -3.46360 0.01128 -0.95642 -0.082 -0.034 -0.007 0.011
C -4.12471 -0.52186 -2.06518 0.028 -0.033 -0.022 0.002
C -5.40996 -0.10862 -2.37227 -0.026 0.025 0.003 0.002
C -6.04543 0.83679 -1.57437 -0.017 0.008 -0.003 0.000
C -5.39409 1.37513 -0.47525 0.025 -0.026 -0.012 0.001
C -4.10292 0.96737 -0.17216 -0.034 -0.013 0.044 0.024
H -0.28683 -1.08210 -2.42360 -0.023 -0.027 0.038 -0.004
H -1.48986 0.06858 -2.86804 -0.013 -0.013 -0.003 0.001
H 0.21523 1.60068 -2.84948 0.061 0.035 0.016 -0.007
H 1.28339 0.58587 -1.91294 -0.011 -0.022 0.004 0.005
H -1.94690 2.19024 -2.60253 0.013 -0.001 0.011 0.000
H -3.88520 3.63990 -2.89416 0.006 -0.010 0.001 0.000
H -4.42618 5.35872 -1.20361 0.007 0.002 0.001 0.000
H -2.98010 5.63277 0.78355 -0.002 0.000 -0.004 0.000
H -1.02153 4.18848 1.09599 0.017 -0.017 -0.007 0.002
H 1.24298 3.44923 1.73629 -0.015 -0.017 -0.011 0.016
H 3.05938 5.09919 1.92109 0.002 -0.003 -0.007 0.000
H 4.38548 5.71262 -0.07485 -0.007 -0.003 0.005 0.000
H 3.85835 4.70981 -2.26827 -0.002 -0.001 0.005 0.000
H 2.00720 3.11285 -2.48628 0.004 0.003 0.013 0.000
H 0.58606 -1.60531 -0.70875 0.054 -0.137 -0.032 -0.001
H 0.08915 -3.74814 2.34243 -0.023 0.005 0.020 -0.002
H -2.15409 -4.77654 2.86461 0.011 0.008 -0.003 0.000
H -4.08306 -4.24304 1.46355 0.008 -0.012 0.011 0.000
H -3.93849 -2.41880 -0.16673 0.004 0.007 -0.010 0.002
H -3.64259 -1.26845 -2.68695 0.015 0.002 0.010 0.001
H -5.92194 -0.52403 -3.22999 0.014 -0.005 0.000 0.000
H -7.05022 1.15637 -1.81740 0.001 -0.005 0.006 0.000
H -5.88132 2.12165 0.13771 -0.007 -0.003 -0.005 0.000
H -3.57954 1.42877 0.65733 0.014 -0.013 0.013 0.004
N 1.18325 -4.56614 0.05715 0.037 0.106 -0.058 0.006
C -0.21072 -4.25609 0.20950 -0.084 -0.052 -0.036 0.008
N 0.55517 -1.89078 0.27371 0.103 0.039 -0.228 0.017
C 1.84750 -2.46639 0.54521 0.122 0.066 0.129 0.011
N 2.12641 -3.70538 0.44615 -0.038 0.053 -0.032 0.010
C 2.88498 -1.47934 0.86776 -0.094 -0.044 0.001 0.034
C 4.24724 -1.79250 0.84863 0.000 -0.006 0.032 0.002
N 5.17345 -0.89378 1.12784 -0.097 0.056 0.017 0.005
C 4.75314 0.33603 1.42759 0.064 0.017 0.014 -0.003
C 3.41385 0.67162 1.44300 -0.076 -0.041 0.055 0.019
N 2.46751 -0.23646 1.15978 0.234 -0.113 -0.056 -0.011
H 1.44974 -5.51940 0.25134 0.000 -0.026 0.000 0.000
H -0.87270 -4.89842 -0.35729 0.030 -0.029 0.007 0.000
H 4.56595 -2.79544 0.59566 -0.002 0.004 0.002 0.000
H 5.50318 1.08183 1.65767 0.020 -0.031 -0.005 0.000
H 3.09506 1.67409 1.68839 -0.059 0.026 -0.039 0.015
C -2.66428 -0.48733 3.15453 -0.039 -0.009 0.067 -0.001
P -0.89174 -0.11115 3.22223 0.242 0.006 -0.173 0.064
C -0.74139 1.48047 4.07322 0.001 -0.004 0.055 -0.009
C -1.40476 2.58026 3.52483 0.011 0.029 -0.008 -0.012
C -1.25074 3.83700 4.08742 -0.013 -0.010 0.006 0.005
C -0.42423 4.00767 5.19170 0.000 0.012 0.004 0.005
C 0.24168 2.91894 5.73432 -0.006 -0.010 0.008 -0.001
C 0.08560 1.65544 5.17873 -0.009 -0.010 0.014 0.006
C -0.15331 -1.39196 4.26126 -0.145 -0.055 0.152 0.005
C 1.20472 -1.67976 4.13812 0.091 0.007 -0.011 0.015
C 1.78547 -2.68588 4.89545 -0.002 -0.019 0.010 0.006
C 1.00852 -3.41955 5.78153 -0.009 -0.012 0.015 0.001
C -0.34429 -3.13676 5.91821 0.031 0.005 -0.013 0.001
C -0.92306 -2.12634 5.16477 -0.014 0.005 -0.044 -0.003
H -3.14918 0.14804 2.41664 0.006 0.039 -0.017 0.001
H -3.13431 -0.31887 4.12332 -0.007 -0.020 -0.004 -0.001
H -2.79670 -1.52739 2.85127 0.006 0.006 -0.016 0.002
H -2.05039 2.46535 2.65881 0.006 -0.045 0.008 -0.015
H -1.78434 4.68232 3.67143 0.009 0.007 0.008 0.000
H -0.30773 4.98798 5.63427 -0.003 -0.004 -0.005 0.000
H 0.87632 3.04766 6.60096 -0.001 0.005 -0.005 0.000
H 0.59913 0.80843 5.61704 -0.001 0.001 -0.006 0.001
H 1.82690 -1.10979 3.45831 -0.033 0.037 -0.010 -0.008
H 2.84257 -2.89623 4.79721 -0.003 0.004 -0.001 0.000
H 1.45827 -4.20730 6.37126 -0.002 0.006 -0.001 0.000
H -0.94811 -3.69906 6.61791 0.000 0.002 -0.004 0.000
H -1.97798 -1.91726 5.28543 0.004 -0.003 0.008 0.000

---

11
Properties=species:S:1:pos:R:3:forces:R:3:nbo_charge:R:1 method="wB97M-V/def2-TZVPD" smiles="[H]/N=c1/oc(=O)on1N" largest_force_ha_per_bohr=0.0573 total_charge=0 homo_lumo_gap_ev=10.7843 e_tot_ev=-12732.79212 e_lumo_ev=0.39 homo_ev=-10.4
H -2.33985 1.05197 -0.25044 -0.159 1.158 0.316 0.342
N -1.51726 1.64603 -0.01673 -1.219 -0.972 -0.082 -0.633
C -0.64055 0.76114 -0.02990 1.412 2.581 -0.122 0.610
O 0.68742 1.06493 0.11234 -0.677 -0.225 -0.063 -0.452
C 1.39556 -0.07927 0.00344 0.505 -0.134 0.417 0.949
O 2.57667 -0.08781 0.09994 -0.480 -0.889 -0.263 -0.534
O 0.52135 -1.13808 -0.18005 1.941 0.345 0.213 -0.348
N -0.75752 -0.55911 -0.34057 -0.465 -0.774 0.196 -0.037
N -1.73075 -1.23233 0.25823 -1.549 -1.385 -1.088 -0.657
H -1.99076 -1.31754 1.22017 0.800 0.731 0.694 0.382
H -2.44426 -1.52007 -0.37532 -0.108 -0.436 -0.219 0.378